1.
ORCA calculation (ωB97M-V/def2-TZVPD) on 2 unconnected molecules or ions with the total composition C6H10N3O2S at a distorted geometry.

The largest force on an atom is 3.92 eV Å⁻¹. As for the gap between HOMO and LUMO: 10.03 eV. Its highest occupied orbital energy is -13.0 eV. As for the net charge: +1.

CARTESIAN COORDINATES (ANGSTROEM)
C -1.367 1.891 1.129
C -2.093 0.817 1.571
C -0.076 0.135 1.089
C 1.320 -0.408 0.916
C 1.941 0.881 0.456
C 1.128 1.909 0.383
N -0.128 1.462 0.780
N -1.263 -0.239 1.552
N 0.219 -2.131 -2.273
O -1.266 -0.202 -1.234
O -0.790 -2.158 -0.066
S -1.169 -1.885 -1.395
H -1.745 2.969 1.160
H -3.153 0.626 1.866
H 1.854 -0.912 1.843
H 1.191 -1.229 0.245
H 2.978 0.883 0.057
H -1.335 0.443 -1.950
H 1.473 2.888 0.015
H -1.516 -1.180 1.793
H 1.129 -2.404 -1.793
H 0.368 -1.754 -3.274

Per-atom Löwdin charges, elementary charge units:
1. C -0.018
2. C -0.041
3. C -0.226
4. C -0.035
5. C -0.049
6. C -0.019
7. N 0.008
8. N 0.129
9. N -0.206
10. O -0.308
11. O -0.453
12. S 0.875
13. H 0.166
14. H 0.159
15. H 0.192
16. H 0.074
17. H 0.136
18. H 0.082
19. H 0.152
20. H 0.170
21. H 0.097
22. H 0.115


2.
ORCA calculation (ωB97M-V/def2-TZVPD) on a gas-phase ion, C6H10N3OS (charge +1) at a distorted geometry.

The largest force on an atom is 5.49 eV Å⁻¹. As for the gap between HOMO and LUMO: 7.89 eV. Its highest occupied orbital energy is -13.0 eV. As for the net charge: +1.

CARTESIAN COORDINATES (ANGSTROEM)
C -1.193 1.888 -0.752
C -0.057 2.043 -1.696
C -0.108 0.490 0.831
C -0.152 2.177 -2.996
C 2.738 -1.545 0.735
C -2.242 -1.513 1.423
N -1.097 1.291 0.355
N 0.904 -0.059 0.304
N 1.404 -1.127 0.530
O 0.353 -1.584 2.146
S -0.769 -0.575 2.276
H -2.143 2.170 -1.150
H 0.784 2.111 -3.594
H -1.172 2.297 -3.360
H 3.360 -0.677 0.512
H 2.845 -1.760 1.785
H 3.025 -2.467 0.185
H -2.169 -1.610 0.254
H -3.091 -1.043 1.700
H -2.167 -2.426 1.847
H 0.945 1.919 -1.334

Per-atom Löwdin charges, elementary charge units:
1. C -0.086
2. C -0.156
3. C -0.399
4. C 0.067
5. C -0.003
6. C -0.127
7. N 0.063
8. N 0.108
9. N 0.008
10. O -0.470
11. S 1.135
12. H 0.124
13. H 0.100
14. H 0.082
15. H 0.110
16. H 0.104
17. H 0.121
18. H 0.123
19. H 0.003
20. H 0.002
21. H 0.089


3.
ORCA calculation (ωB97M-V/def2-TZVPD) on 2 unconnected molecules or ions with the total composition C6H10N3S at a distorted geometry.

The largest force on an atom is 4.58 eV Å⁻¹. As for the gap between HOMO and LUMO (spin up / spin down): 5.57 / 5.57 eV. Its highest occupied orbital energy (spin up / spin down) is -12.8 / -12.8 eV. As for the net charge: +1.

CARTESIAN COORDINATES (ANGSTROEM)
C 2.686 -0.992 1.512
C 2.092 -1.290 0.307
C 1.864 -0.308 2.448
C 0.088 -0.159 0.960
C 0.010 -1.145 -1.123
C -2.976 2.075 -1.764
N 0.691 0.136 2.104
N 0.827 -0.939 0.069
N -1.096 0.253 0.741
S -1.225 1.929 -1.453
H 3.761 -1.260 1.622
H 2.670 -1.856 -0.500
H 2.363 0.032 3.441
H 0.612 -1.554 -2.024
H -0.760 -2.036 -1.016
H -0.411 -0.181 -1.378
H -3.389 2.748 -0.871
H -3.263 1.033 -1.918
H -3.027 2.670 -2.601
H -1.515 0.843 1.445

Per-atom Löwdin charges, elementary charge units:
1. C -0.014
2. C -0.026
3. C -0.079
4. C -0.472
5. C -0.057
6. C -0.425
7. N 0.143
8. N -0.031
9. N 0.143
10. S 0.878
11. H 0.131
12. H 0.173
13. H 0.159
14. H 0.128
15. H 0.153
16. H -0.054
17. H 0.108
18. H 0.047
19. H 0.006
20. H 0.087


4.
ORCA calculation (ωB97M-V/def2-TZVPD) on a single C6H10N4 molecule at a distorted geometry.

The largest force on an atom is 4.88 eV Å⁻¹. As for the gap between HOMO and LUMO: 10.08 eV. Its highest occupied orbital energy is -9.1 eV. Its structure (SMILES) is c1cnn(N2CCCN2)c1.

CARTESIAN COORDINATES (ANGSTROEM)
C 0.346 -1.885 -2.566
C -0.430 -0.699 -2.640
N -0.402 -0.027 -1.507
N 0.413 -0.755 -0.710
N 0.616 -0.378 0.575
C 1.019 1.249 0.960
C -0.271 1.797 1.550
C -1.305 0.635 1.460
N -0.485 -0.606 1.391
C 0.921 -1.833 -1.300
H 0.425 -2.579 -3.409
H -0.934 -0.447 -3.520
H 1.345 1.515 0.008
H 1.895 1.116 1.530
H -0.664 2.575 1.049
H 0.114 1.992 2.535
H -2.025 0.705 2.386
H -1.846 0.975 0.618
H -0.314 -0.966 2.337
H 1.581 -2.383 -0.745

Per-atom Löwdin charges, elementary charge units:
1. C -0.063
2. C -0.166
3. N 0.101
4. N -0.193
5. N -0.098
6. C -0.024
7. C -0.169
8. C -0.178
9. N -0.049
10. C -0.056
11. H 0.092
12. H 0.080
13. H 0.068
14. H 0.078
15. H 0.064
16. H 0.097
17. H 0.142
18. H 0.070
19. H 0.118
20. H 0.088


5.
ORCA calculation (ωB97M-V/def2-TZVPD) on a gas-phase ion, C6H10N4O2 (charge +2) at a distorted geometry.

The largest force on an atom is 5.44 eV Å⁻¹. As for the gap between HOMO and LUMO (spin up / spin down): 6.12 / 6.12 eV. Its highest occupied orbital energy (spin up / spin down) is -15.4 / -15.4 eV. As for the net charge: +2.

CARTESIAN COORDINATES (ANGSTROEM)
C 3.275 0.242 0.742
C 2.616 1.208 -0.108
C 2.556 -0.902 0.667
C 1.475 0.671 -0.601
C -0.935 -1.545 -0.342
C -1.994 -0.078 0.942
N 1.413 -0.629 -0.082
N -1.800 -0.436 -0.231
N 0.412 -1.527 -0.267
N -2.956 0.952 1.222
O 0.536 1.112 -1.427
O -2.426 0.131 -1.374
H 4.075 0.302 1.331
H 3.148 2.158 -0.485
H 2.599 -1.875 1.107
H -1.360 -2.453 -0.584
H 0.848 -2.504 -0.131
H -3.032 1.159 2.200
H -3.943 0.713 0.703
H -2.565 1.793 0.633
H 0.784 1.969 -1.813
H -2.726 -0.461 -2.102

Per-atom Löwdin charges, elementary charge units:
1. C 0.015
2. C 0.030
3. C -0.021
4. C -0.323
5. C 0.085
6. C 0.000
7. N -0.018
8. N -0.137
9. N 0.210
10. N 0.214
11. O 0.111
12. O 0.078
13. H 0.087
14. H 0.170
15. H 0.131
16. H 0.147
17. H 0.241
18. H 0.157
19. H 0.265
20. H 0.231
21. H 0.157
22. H 0.168


6.
ORCA calculation (ωB97M-V/def2-TZVPD) on a gas-phase ion, C6H10N5O3 (charge +1) at a distorted geometry.

The largest force on an atom is 3.41 eV Å⁻¹. As for the gap between HOMO and LUMO: 9.60 eV. Its highest occupied orbital energy is -13.3 eV. As for the net charge: +1. Its structure (SMILES) is O=[N+]([O-])c1nonc1N1CC[NH2+]CC1.

CARTESIAN COORDINATES (ANGSTROEM)
O 3.666 2.194 -0.019
N 4.455 1.330 -0.313
O 5.406 1.417 -1.027
C 4.084 -0.011 0.198
N 4.783 -0.978 0.678
O 3.975 -2.039 0.883
N 2.749 -1.803 0.466
C 2.731 -0.561 0.017
N 1.565 -0.070 -0.599
C 0.633 -1.046 -1.100
C -0.357 -1.403 0.002
N -1.133 -0.233 0.369
C -0.225 0.813 0.926
C 0.938 1.136 -0.057
H 1.260 -2.020 -1.149
H 0.438 -0.616 -2.094
H -1.000 -2.232 -0.163
H 0.060 -1.702 0.929
H -1.504 0.247 -0.375
H -1.901 -0.421 1.001
H 0.365 0.438 1.755
H -0.898 1.695 1.122
H 0.335 1.678 -0.961
H 1.748 1.716 0.462

Per-atom Löwdin charges, elementary charge units:
1. O 0.093
2. N -0.325
3. O 0.177
4. C -0.091
5. N 0.186
6. O -0.008
7. N 0.118
8. C -0.195
9. N -0.110
10. C -0.114
11. C -0.097
12. N 0.066
13. C -0.089
14. C -0.121
15. H 0.161
16. H 0.152
17. H 0.135
18. H 0.127
19. H 0.141
20. H 0.195
21. H 0.137
22. H 0.163
23. H 0.178
24. H 0.124


7.
ORCA calculation (ωB97M-V/def2-TZVPD) on 2 unconnected molecules or ions with the total composition C6H10NO at a distorted geometry.

The largest force on an atom is 3.98 eV Å⁻¹. As for the gap between HOMO and LUMO: 5.85 eV. Its highest occupied orbital energy is -2.1 eV. As for the net charge: -1.

CARTESIAN COORDINATES (ANGSTROEM)
C -3.081 1.082 -0.445
C -2.407 0.231 0.147
C 2.005 0.622 -1.034
C 0.669 -1.089 1.227
C 0.509 0.756 -0.470
C 0.132 -0.617 -0.081
N -1.807 -0.925 0.241
O -1.975 -1.733 1.289
H -3.519 1.994 -0.146
H 1.823 -0.198 -1.813
H 2.174 1.544 -1.556
H 2.925 0.563 -0.462
H 1.611 -1.671 1.116
H 0.734 -0.214 1.900
H -0.154 -1.688 1.769
H 0.324 1.503 0.472
H -0.195 1.128 -1.294
H 0.232 -1.290 -0.862

Per-atom Löwdin charges, elementary charge units:
1. C -0.021
2. C -0.309
3. C -0.111
4. C -0.133
5. C -0.272
6. C -0.286
7. N -0.192
8. O -0.323
9. H -0.061
10. H 0.090
11. H 0.028
12. H 0.053
13. H 0.070
14. H 0.070
15. H 0.068
16. H 0.146
17. H 0.109
18. H 0.077


8.
ORCA calculation (ωB97M-V/def2-TZVPD) on a single C6H10NO3P molecule at a distorted geometry.

The largest force on an atom is 4.57 eV Å⁻¹. As for the gap between HOMO and LUMO (spin up / spin down): 8.33 / 8.12 eV. Its highest occupied orbital energy (spin up / spin down) is -8.9 / -9.6 eV.

CARTESIAN COORDINATES (ANGSTROEM)
C -2.512 -0.379 -1.053
C -1.615 0.366 -1.189
C 0.596 -0.169 -1.972
C -0.325 1.000 -1.581
C -0.391 2.791 0.228
C 0.750 -2.320 2.642
N 0.301 1.900 -0.754
O 2.683 -1.025 0.913
O 0.973 -1.083 -0.997
O 0.278 -1.747 1.435
P 1.319 -0.730 0.630
H -3.433 -0.936 -0.831
H -0.141 -0.832 -2.551
H 1.408 0.205 -2.575
H -0.485 1.492 -2.574
H -1.201 2.333 0.813
H 0.324 3.245 0.856
H -0.816 3.510 -0.416
H 0.238 -1.983 3.651
H 1.796 -2.396 2.771
H 0.255 -3.242 2.554

Per-atom Löwdin charges, elementary charge units:
1. C 0.120
2. C -0.113
3. C -0.243
4. C -0.445
5. C -0.090
6. C -0.150
7. N 0.036
8. O -0.285
9. O -0.231
10. O -0.298
11. P 0.747
12. H 0.057
13. H 0.150
14. H 0.120
15. H 0.172
16. H 0.082
17. H 0.055
18. H 0.068
19. H 0.124
20. H 0.060
21. H 0.062


9.
ORCA calculation (ωB97M-V/def2-TZVPD) on a gas-phase ion, C6H10NO3S (charge -1) at a distorted geometry.

The largest force on an atom is 2.90 eV Å⁻¹. As for the gap between HOMO and LUMO: 7.46 eV. Its highest occupied orbital energy is -3.7 eV. As for the net charge: -1.

CARTESIAN COORDINATES (ANGSTROEM)
C 0.532 -1.500 -1.877
C 0.671 -0.235 -1.511
C -0.323 1.689 -0.372
C -0.881 0.038 2.028
C -0.590 -0.673 0.725
C 0.227 0.232 -0.239
N 0.499 2.537 -1.024
O 2.496 -1.165 0.489
O -1.387 2.101 0.069
O 2.929 1.201 0.033
S 2.033 0.197 0.793
H 0.645 -1.608 -3.016
H 0.212 -2.364 -1.256
H 0.899 0.558 -2.260
H -1.684 0.859 1.884
H -1.123 -0.745 2.776
H 0.026 0.627 2.411
H 0.077 -1.345 1.132
H -1.386 -1.299 0.335
H 1.432 2.176 -1.040
H 0.431 3.522 -0.773

Per-atom Löwdin charges, elementary charge units:
1. C -0.011
2. C -0.245
3. C -0.513
4. C -0.152
5. C -0.263
6. C -0.409
7. N 0.139
8. O -0.512
9. O 0.005
10. O -0.574
11. S 0.761
12. H 0.066
13. H 0.066
14. H 0.118
15. H 0.081
16. H 0.069
17. H 0.068
18. H 0.044
19. H 0.111
20. H 0.038
21. H 0.114


10.
ORCA calculation (ωB97M-V/def2-TZVPD) on 2 unconnected molecules or ions with the total composition C6H10NO4 at a distorted geometry.

The largest force on an atom is 3.87 eV Å⁻¹. As for the gap between HOMO and LUMO: 7.08 eV. Its highest occupied orbital energy is -3.7 eV. As for the net charge: -1.

CARTESIAN COORDINATES (ANGSTROEM)
C -1.505 1.796 -0.281
C 1.496 -0.465 -0.625
C -0.656 -0.603 -1.923
C -0.596 -1.303 0.635
C -0.328 1.003 0.114
C -0.093 -0.434 -0.500
N 1.631 0.994 3.235
O -2.678 2.023 -0.109
O 0.604 0.292 3.450
O -0.417 2.081 -0.932
O 1.968 1.188 2.023
H 1.815 -0.423 0.373
H 1.894 -1.256 -1.254
H 1.789 0.521 -1.157
H -0.187 -0.043 -2.768
H -1.813 -0.369 -2.013
H -0.670 -1.671 -2.104
H -0.428 -0.782 1.627
H -1.743 -1.469 0.739
H -0.292 -2.331 0.505
H 0.210 1.252 0.966

Per-atom Löwdin charges, elementary charge units:
1. C -0.466
2. C -0.036
3. C -0.067
4. C -0.061
5. C -0.079
6. C -0.519
7. N -0.318
8. O 0.099
9. O -0.226
10. O 0.121
11. O -0.246
12. H 0.030
13. H 0.066
14. H 0.113
15. H 0.087
16. H 0.114
17. H 0.061
18. H 0.079
19. H 0.108
20. H 0.067
21. H 0.073


11.
ORCA calculation (ωB97M-V/def2-TZVPD) on a molecular structure, C6H10NO4PS at a distorted geometry.

The largest force on an atom is 4.64 eV Å⁻¹. As for the gap between HOMO and LUMO: 9.45 eV. Its highest occupied orbital energy is -10.0 eV.

CARTESIAN COORDINATES (ANGSTROEM)
C -2.206 -0.850 0.773
C -1.394 -0.321 1.941
C -1.326 -1.382 -0.293
C -0.786 1.019 1.481
C -0.328 -0.266 -0.764
C 0.183 0.592 0.294
N 1.400 0.985 0.401
O 1.935 1.352 -1.951
O 2.652 -0.749 -0.813
O 3.667 1.480 -0.177
O 3.951 0.233 -2.716
P 2.890 1.068 -3.238
S 2.585 0.669 -0.613
H -3.071 -1.559 1.122
H -2.722 0.010 0.424
H -1.970 -0.064 2.842
H -0.619 -1.052 2.173
H -0.696 -2.315 0.114
H -1.954 -1.716 -1.128
H -1.577 1.541 1.050
H -0.277 1.674 2.095
H 0.564 -0.657 -1.442
H -0.901 0.308 -1.575

Per-atom Löwdin charges, elementary charge units:
1. C -0.254
2. C -0.184
3. C -0.193
4. C -0.078
5. C -0.143
6. C -0.266
7. N -0.016
8. O -0.494
9. O -0.285
10. O -0.248
11. O -0.420
12. P 0.867
13. S 0.497
14. H 0.153
15. H 0.092
16. H 0.118
17. H 0.118
18. H 0.162
19. H 0.108
20. H 0.091
21. H 0.089
22. H 0.130
23. H 0.155


12.
ORCA calculation (ωB97M-V/def2-TZVPD) on 2 unconnected molecules or ions with the total composition C6H10NS2 at a distorted geometry.

The expectation value of S² is 2.006. The largest force on an atom is 4.44 eV Å⁻¹. As for the spin multiplicity: 3. As for the gap between HOMO and LUMO (spin up / spin down): 4.62 / 6.27 eV. Its highest occupied orbital energy (spin up / spin down) is -9.7 / -13.1 eV. As for the net charge: +1.

CARTESIAN COORDINATES (ANGSTROEM)
C -2.242 -0.190 1.483
C -1.043 -0.703 1.689
C 2.560 2.088 0.556
C -0.501 0.725 -0.918
C 0.767 -1.189 -1.628
C -0.264 -1.208 0.565
N -0.052 -0.558 -0.594
S 1.607 2.159 1.809
S 3.374 1.845 -0.727
H -2.516 0.243 0.529
H 0.348 1.407 -0.990
H -0.992 0.831 -1.944
H -0.827 1.205 0.034
H 1.480 -1.820 -1.082
H 0.118 -1.607 -2.455
H 1.365 -0.324 -2.105
H 0.287 -2.081 0.840
H -0.526 -0.914 2.627
H -2.940 0.091 2.309

Per-atom Löwdin charges, elementary charge units:
1. C 0.085
2. C -0.131
3. C -1.332
4. C -0.072
5. C -0.001
6. C 0.048
7. N -0.168
8. S 0.713
9. S 0.739
10. H 0.075
11. H 0.066
12. H 0.159
13. H 0.092
14. H 0.107
15. H 0.133
16. H 0.111
17. H 0.143
18. H 0.125
19. H 0.109


13.
ORCA calculation (ωB97M-V/def2-TZVPD) on a single C6H10O molecule.

The largest force on an atom is 0.90 eV Å⁻¹. As for the gap between HOMO and LUMO (spin up / spin down): 8.01 / 8.01 eV. Its highest occupied orbital energy (spin up / spin down) is -8.0 / -8.0 eV.

CARTESIAN COORDINATES (ANGSTROEM)
C 2.079 0.027 -0.270
C 0.599 -0.043 -0.031
C 0.031 -1.262 0.512
C -1.133 -1.295 1.178
C -0.990 0.507 -1.275
C -0.273 1.131 -0.142
O -0.968 1.687 0.972
H 2.580 0.440 0.618
H 2.295 0.687 -1.109
H 2.516 -0.960 -0.458
H 0.486 -2.219 0.278
H -1.507 -0.397 1.648
H -1.620 -2.251 1.340
H -1.247 -0.526 -1.466
H -1.249 1.183 -2.087
H 0.305 1.962 -0.576
H -1.868 1.359 0.872

Per-atom Löwdin charges, elementary charge units:
1. C -0.046
2. C -0.232
3. C -0.154
4. C 0.055
5. C 0.094
6. C -0.475
7. O -0.042
8. H 0.094
9. H 0.082
10. H 0.080
11. H 0.106
12. H 0.054
13. H 0.066
14. H 0.048
15. H 0.056
16. H 0.143
17. H 0.073